# 1
21
Properties=species:S:1:pos:R:3:forces:R:3:lowdin_charge:R:1 method="wB97M-V/def2-TZVPD" homo_lumo_gap_ev=9.871 relative_energy_kj_mol=120.8
C -1.1379 -1.1722 -0.9379 0.54 -0.75 2.12 -0.09
C 0.1195 -0.3290 -1.1623 0.00 -1.01 0.23 -0.48
N 0.6324 0.3166 0.0411 0.68 0.19 -0.48 0.04
C -0.2622 0.6311 -2.2591 0.89 0.62 -1.19 -0.27
N 0.8767 1.2730 -2.9721 -0.51 0.78 0.81 -0.01
H -2.0920 -0.6546 -0.7657 0.37 0.39 -0.63 0.08
H -1.1675 -1.8507 -1.7745 -0.58 -0.51 -0.05 0.07
H -1.0244 -1.7102 0.0488 0.05 -0.08 -1.15 0.08
H 0.9708 -1.0250 -1.4934 -1.28 0.80 0.09 0.15
H 0.2440 1.2051 0.2532 -0.56 0.79 -0.08 0.06
H 0.5660 -0.2430 0.8652 -0.15 -0.62 0.22 0.03
H -0.8487 1.4430 -1.8270 -0.17 -0.01 0.10 0.11
H -0.9396 0.1512 -3.0062 0.64 0.07 0.57 0.12
H 1.7141 0.6990 -2.9458 -0.19 0.00 0.07 0.06
H 1.0848 2.1382 -2.4495 0.20 -0.69 -0.59 0.07
O 1.2734 -0.5638 3.5677 1.60 -1.93 -0.98 -0.09
H 1.8597 -1.3491 3.2642 -1.47 2.10 0.78 0.10
H 1.3359 0.0778 2.8481 0.32 -0.15 0.04 0.02
O -1.3588 0.3297 3.8189 -0.83 0.24 0.00 -0.05
H -1.3754 -0.0114 2.9223 0.09 -0.08 -0.01 0.02
H -0.4706 0.6441 3.9641 0.36 -0.13 0.14 0.00

***

# 2
10
Properties=species:S:1:pos:R:3:forces:R:3:lowdin_charge:R:1 method="wB97M-V/def2-TZVPD" homo_lumo_gap_ev=10.687 relative_energy_kj_mol=488.3
C -1.0762 0.1296 -0.0338 -0.79 1.20 0.69 -0.19
C -0.7931 -1.0906 0.5465 2.65 -0.91 0.42 -0.13
N 3.0053 -0.9746 -0.3831 0.29 -0.52 -0.04 0.17
N 3.1227 0.0719 -0.0013 -1.58 -3.69 -1.10 -0.37
N 3.3236 1.1764 0.3107 1.63 5.14 1.36 0.08
N 0.2593 -0.4056 0.3267 -0.82 -1.51 1.05 0.12
H -1.3140 0.0020 -1.0156 -0.86 0.91 -2.88 0.06
H -1.5179 0.8634 0.5823 -0.43 1.18 0.19 0.08
H -1.1306 -2.0718 0.7481 0.05 -0.76 0.62 0.11
H 2.6638 1.7894 0.7947 -0.16 -1.06 -0.30 0.09

***

# 3
18
Properties=species:S:1:pos:R:3:forces:R:3:lowdin_charge:R:1 method="wB97M-V/def2-TZVPD" charge=+1 homo_lumo_gap_ev=11.423 relative_energy_kj_mol=96.4
C -1.2726 1.1877 1.5139 0.42 -0.19 0.26 0.04
N -0.1136 0.3026 1.0946 -0.86 0.40 -0.28 0.05
C -0.0789 -0.0744 -0.3839 0.03 -0.12 -0.21 -0.29
C 0.8585 0.8590 -1.1147 0.14 0.12 -0.05 -0.02
C 0.2817 -1.5695 -0.4868 0.58 0.32 0.16 -0.22
O 0.8903 -1.7873 -1.7302 -0.25 -0.45 -0.17 -0.03
H -0.9643 2.2185 1.4356 -0.01 0.24 -0.22 0.10
H -1.5142 0.9866 2.5531 0.03 -0.08 0.02 0.11
H -2.1225 0.9796 0.8871 -0.21 -0.06 -0.17 0.10
H -0.1443 -0.5464 1.6550 0.26 -0.01 0.11 0.17
H 0.7403 0.8245 1.2794 0.24 -0.35 0.29 0.17
H -1.0854 0.0726 -0.7587 -0.19 0.01 0.03 0.15
H 0.9862 0.5083 -2.1334 -0.04 -0.01 -0.06 0.10
H 0.4668 1.8759 -1.1571 -0.05 -0.02 0.08 0.10
H 1.8520 0.8844 -0.6652 0.08 -0.08 0.06 0.10
H 0.9980 -1.8190 0.3147 -0.14 -0.02 0.05 0.13
H -0.6190 -2.1690 -0.3651 -0.11 -0.10 0.13 0.13
H 0.8410 -2.7343 -1.9382 0.09 0.40 -0.02 0.12

***

Highest occupied orbital energy / Eh: -0.3480; -0.3541; -0.5398